(1)
An isolated ion of composition C7H7FN3O4 and charge -1 in a non-equilibrium geometry. Source: the Open Molecules 2025 dataset; level of theory: ωB97M-V/def2-TZVPD.

structure (SMILES)	C/C(=C/[C@@H]1N=C(F)C(N)=[N+]([O-])O1)C(=O)[O-]
maximum force	0.076	hartree/bohr
energy above the lowest of the compared OMol25 structures with the same formula, charge and spin	198.6	kJ/mol
gap between HOMO and LUMO (alpha / beta)	7.938 / 7.940	eV
2S+1	1
total charge	-1

```
22
Properties=species:S:1:pos:R:3:nbo_charge:R:1
C 0.6137 -0.3997 -1.4283 -0.2737
C -0.8682 -0.7023 -1.6935 0.1732
C -1.9441 0.4366 -0.0950 0.6220
C 0.3780 1.8635 -0.0484 0.7619
C 0.9735 0.4555 -0.4459 -0.0681
C -1.2874 -0.5088 0.8610 0.2026
C 2.3675 0.3346 0.1301 -0.6433
N -1.7237 0.3828 -1.3241 -0.4638
N -1.1131 -0.1219 2.1648 -0.8551
N -1.0395 -1.7298 0.4299 0.3242
O 0.0471 1.9999 1.1521 -0.7657
O 0.4942 2.6797 -0.9850 -0.6833
O -1.1929 -1.8979 -1.0195 -0.3897
O -0.9400 -2.7582 1.0538 -0.5122
F -2.5858 1.4189 0.4012 -0.2742
H 1.3819 -0.9878 -1.8745 0.1936
H -0.9460 -0.9060 -2.7785 0.1936
H 2.8752 1.2167 0.4215 0.2173
H 3.2371 -0.2595 -0.4108 0.1916
H 2.3215 -0.4173 0.9602 0.2174
H -0.5572 -0.9306 2.5762 0.3748
H -0.4920 0.8315 1.9526 0.4571
```

(2)
A 2-piece molecular cluster, H6NS2 overall. Source: the Open Molecules 2025 dataset; level of theory: ωB97M-V/def2-TZVPD.

maximum force	0.017	hartree/bohr
energy above the lowest of the compared OMol25 structures with the same formula, charge and spin	25.4	kJ/mol
gap between HOMO and LUMO	8.783	eV
2S+1	1
total charge	+1

```
9
Properties=species:S:1:pos:R:3:nbo_charge:R:1
N 1.0602 2.6497 1.4059 -0.8735
H 1.5385 2.6477 2.3133 0.4570
H 0.0850 2.8571 1.6367 0.4619
H 1.5693 3.3186 0.8247 0.4613
H 1.0692 1.7444 0.9121 0.4706
S 0.6823 -0.6255 -0.4604 -0.1768
S -1.3720 -0.8894 -0.3842 -0.1139
H 1.1189 -1.7112 0.1636 0.1514
H -1.6816 -1.6410 -1.4753 0.1619
```

(3)
A 4-piece molecular cluster, H8O4 overall in a non-equilibrium geometry. Source: the Open Molecules 2025 dataset; level of theory: ωB97M-V/def2-TZVPD.

structure (SMILES)	O.O.O.O
maximum force	0.111	hartree/bohr
energy above the lowest of the compared OMol25 structures with the same formula, charge and spin	366.9	kJ/mol
gap between HOMO and LUMO	9.060	eV
2S+1	1

```
12
Properties=species:S:1:pos:R:3:nbo_charge:R:1
O 0.0474 0.6005 -1.0734 -0.9472
H 0.2804 0.4438 -1.9884 0.4744
H 0.7198 0.1393 -0.5721 0.4748
O -1.8029 0.6286 0.2148 -0.9720
H -1.0703 0.8666 -0.3533 0.4839
H -2.5819 0.8922 -0.2749 0.4555
O -0.2028 0.1078 1.4756 -0.9980
H 0.5251 -0.2868 0.9953 0.4190
H -0.9851 -0.1825 1.0066 0.4716
O 1.4564 -0.7625 0.1307 -0.8892
H 2.4135 -0.7787 0.1342 0.5108
H 1.2004 -1.6682 0.3049 0.5165
```

(4)
C18H30IrNO4P2S2Se2 as an isolated structure in a non-equilibrium geometry. Source: the Open Molecules 2025 dataset; level of theory: ωB97M-V/def2-TZVPD.

maximum force	0.064	hartree/bohr
energy above the lowest of the compared OMol25 structures with the same formula, charge and spin	318.2	kJ/mol
gap between HOMO and LUMO	6.056	eV
2S+1	1

```
60
Properties=species:S:1:pos:R:3:nbo_charge:R:1
Ir 0.2272 0.2670 -0.0560 0.3155
O 1.3080 3.2264 -0.8045 -0.7252
C 1.4388 4.1132 0.2772 -0.0516
C 0.4628 3.8690 1.4537 -0.1456
C 0.5899 5.1915 2.2456 -0.0454
O -0.0434 5.1852 3.5062 -0.7137
C 0.8232 2.7068 2.4050 -0.5635
Se 1.7885 1.1349 1.7270 -0.1401
C -0.9918 3.7192 0.9972 -0.5512
Se -1.5536 2.1146 -0.0266 -0.0472
H 1.7746 3.5903 -1.5632 0.4647
H 1.2543 5.1308 -0.0929 0.1555
H 2.4606 4.0719 0.6733 0.1737
H 0.2175 6.0159 1.6215 0.1572
H 1.6467 5.3770 2.4541 0.1835
H -0.9892 5.0502 3.3932 0.4656
H -0.0806 2.2906 2.8469 0.2235
H 1.4372 3.0887 3.2206 0.2268
H -1.2767 4.5820 0.3913 0.2122
H -1.6392 3.6796 1.8746 0.2069
C -1.6985 0.4091 -3.2182 -0.9528
P -1.3142 -0.7366 -1.8411 1.0558
C -2.8917 -1.6404 -1.7026 -0.9486
C -0.2511 -1.9784 -2.6938 -0.7317
C 1.1979 -1.5196 -2.9152 -0.7404
P 1.7142 0.0128 -1.9996 1.0970
C 3.4793 -0.3422 -1.6871 -0.9539
C 1.9540 1.2221 -3.3744 -0.9488
H -2.2370 -0.1078 -4.0127 0.2258
H -0.7758 0.8297 -3.6086 0.2275
H -2.3030 1.2290 -2.8292 0.2663
H -3.0995 -2.2027 -2.6125 0.2285
H -3.6852 -0.9144 -1.5241 0.2580
H -2.8593 -2.2997 -0.8377 0.2690
H -0.7238 -2.2586 -3.6381 0.2281
H -0.2650 -2.8617 -2.0509 0.2495
H 1.3937 -1.3506 -3.9749 0.2334
H 1.8733 -2.3016 -2.5698 0.2543
H 3.9484 -0.6951 -2.6063 0.2268
H 3.5700 -1.0942 -0.9081 0.2550
H 3.9745 0.5658 -1.3441 0.2566
H 2.4663 0.7466 -4.2108 0.2265
H 2.5753 2.0405 -3.0083 0.2365
H 1.0070 1.6312 -3.7189 0.2377
O -1.9944 -0.9139 3.3898 -0.8980
S -2.0100 -1.7012 2.1974 2.2995
O -3.1935 -1.6683 1.3838 -0.9353
N -0.6710 -1.3710 1.2568 -0.8132
C 0.1282 -2.4013 1.1733 0.1221
S 1.5613 -2.3055 0.3077 -0.1349
C -0.3385 -3.6172 1.8635 -0.1468
C 0.2624 -4.8651 1.8842 -0.1572
C -0.3801 -5.8881 2.5670 -0.1979
C -1.5947 -5.6621 3.2066 -0.1859
C -2.1918 -4.4065 3.1922 -0.2068
C -1.5457 -3.4004 2.5101 -0.2197
H 1.2079 -5.0113 1.3793 0.2362
H 0.0643 -6.8741 2.5966 0.2215
H -2.0790 -6.4730 3.7340 0.2223
H -3.1300 -4.2289 3.7006 0.2363
```

(5)
C8H9BrN4S as an isolated structure in a non-equilibrium geometry. Source: the Open Molecules 2025 dataset; level of theory: ωB97M-V/def2-TZVPD.

maximum force	0.088	hartree/bohr
energy above the lowest of the compared OMol25 structures with the same formula, charge and spin	22.6	kJ/mol
gap between HOMO and LUMO	8.260	eV
2S+1	1

```
23
Properties=species:S:1:pos:R:3:nbo_charge:R:1
C 2.3518 0.1988 -0.5780 0.0648
C 0.5862 -1.7898 -0.8499 -0.0211
C 0.9444 0.4209 -0.5406 0.0825
C 1.9568 -2.0103 -0.7692 0.3396
C 0.4055 1.7784 -0.3977 -0.0804
C -0.0165 2.9087 -0.4562 0.0700
C -2.5950 -2.1942 1.5304 -0.0933
C -0.4829 4.2321 -0.5610 -0.7005
N 0.1017 -0.5882 -0.7769 -0.3552
N 2.8189 -1.0004 -0.6425 -0.4238
N -1.9038 -1.5225 0.7192 -0.6583
N 2.4842 -3.2976 -0.8226 -0.7808
S -2.1292 -0.5319 -0.4454 0.6371
Br -4.4855 -0.3384 -0.5226 -0.3656
H 3.0376 1.0034 -0.3352 0.2085
H -0.0219 -2.6272 -0.9384 0.2018
H -3.6574 -1.9461 1.8329 0.1848
H -2.1169 -3.0714 1.9277 0.1702
H -0.1260 4.8026 0.4307 0.2432
H -1.5584 4.3628 -0.6858 0.2544
H 0.1631 4.7632 -1.4067 0.2461
H 1.7835 -3.9009 -0.4718 0.3770
H 3.4003 -3.2885 -0.3878 0.3990
```

(6)
A 2-piece molecular cluster, CH3N5O3 overall in a non-equilibrium geometry. Source: the Open Molecules 2025 dataset; level of theory: ωB97M-V/def2-TZVPD.

maximum force	0.088	hartree/bohr
energy above the lowest of the compared OMol25 structures with the same formula, charge and spin	235.8	kJ/mol
gap between HOMO and LUMO (alpha / beta)	8.793 / 7.844	eV
2S+1	1

```
12
Properties=species:S:1:pos:R:3:nbo_charge:R:1
C 0.4696 1.9233 0.2630 0.4046
N 0.9897 2.9084 0.4992 -0.2816
N -1.4815 0.9108 -0.6340 -0.6674
N -0.2899 0.8151 0.0629 -0.1181
N 0.1063 -0.1666 0.8363 0.0795
N 1.4617 -1.3629 -0.2404 0.5232
O 1.7565 -0.7436 -1.2213 -0.3279
O 1.6652 -2.3960 0.3301 -0.3554
O -0.7819 -1.2016 1.0729 -0.5538
H -1.4319 1.1650 -1.6242 0.3878
H -2.1612 0.1342 -0.5479 0.4077
H -0.3025 -1.9861 1.2033 0.5015
```